140
Properties=species:S:1:pos:R:3:forces:R:3:mulliken_charge:R:1 method="wB97M-V/def2-TZVPD" smiles="CCOC(=O)C(F)(F)F.CCOC(=O)C(F)(F)F.CCOC(=O)C(F)(F)F.CCOC(=O)C(F)(F)F.CCOC(=O)C(F)(F)F.CCOC(=O)C(F)(F)F.CCOC(=O)C(F)(F)F.CCOC(=O)C(F)(F)F.CCOC(=O)C(F)(F)F.CCOC(=O)C(F)(F)F" relative_energy_ev=5.457
C 3.504973 31.249305 -15.485204 0.5 -1.1 -1.2 0.046
C 4.291388 29.940237 -15.270983 -0.9 1.3 0.2 -0.548
O 4.780490 29.430198 -16.519671 -0.1 -0.4 -0.9 -0.410
C 5.843755 29.996839 -17.029950 0.2 0.9 0.1 0.358
O 6.546950 30.815943 -16.504912 0.1 0.2 0.3 -0.516
C 6.196836 29.560554 -18.466650 -0.5 -1.9 0.1 0.757
F 7.092635 28.543378 -18.367440 0.0 0.5 -0.1 -0.268
F 5.133414 29.043698 -19.115203 0.2 0.5 0.1 -0.256
F 6.726444 30.525596 -19.189556 0.0 0.2 0.1 -0.221
H 4.217264 31.965809 -15.903836 -0.3 -0.2 -0.4 0.034
H 3.176157 31.704841 -14.554126 -0.8 -1.1 -0.7 -0.163
H 2.710681 31.065411 -16.204224 -0.3 0.1 0.1 0.419
H 3.599383 29.211896 -14.859915 0.5 -0.3 -0.5 0.415
H 5.089821 30.123701 -14.555904 -0.6 0.1 -2.2 0.801
C 11.717094 33.787599 -9.968410 -0.3 -0.7 0.3 -1.350
C 11.023685 33.486976 -11.278432 0.7 0.5 0.0 0.081
O 9.720285 32.931404 -11.058289 -0.5 -0.4 1.0 -0.254
C 8.723549 33.214514 -11.867095 0.8 -0.1 -0.8 -0.034
O 8.772439 33.953081 -12.805085 -0.4 0.2 -0.2 -0.478
C 7.438356 32.410319 -11.561791 0.2 0.9 0.3 1.272
F 6.859657 32.020418 -12.690257 0.7 -0.5 0.3 -0.263
F 7.670911 31.371821 -10.776133 -0.1 0.1 0.0 -0.285
F 6.569360 33.268616 -10.968078 0.3 -0.5 0.3 -0.280
H 12.765298 34.021859 -10.146832 -0.1 0.3 -0.2 0.408
H 11.736682 32.884735 -9.353037 -0.2 0.1 0.2 0.320
H 11.211045 34.591709 -9.436849 0.2 0.0 0.1 0.329
H 11.601099 32.718737 -11.789855 -0.1 0.2 -0.4 0.289
H 10.961954 34.425523 -11.826997 -0.2 -0.3 -0.5 0.119
C 1.177318 28.132833 -10.243500 1.1 -0.6 0.3 -1.231
C 1.410998 29.544764 -10.740708 -1.8 0.0 0.4 -0.063
O 2.814780 29.781865 -10.868933 0.8 0.3 0.2 -0.303
C 3.403609 29.464819 -12.008778 -1.0 0.1 0.0 0.561
O 2.833019 29.203152 -13.023934 -0.2 -0.3 0.0 -0.629
C 4.941167 29.422013 -11.947522 0.0 -0.1 0.8 0.823
F 5.340511 28.196465 -11.591760 -0.1 -0.1 0.1 -0.331
F 5.456796 29.671805 -13.144942 0.9 -0.5 2.2 -0.326
F 5.437131 30.297492 -11.076605 -0.2 -0.1 0.1 -0.240
H 0.155532 27.771786 -10.323464 -0.1 0.3 0.1 0.263
H 1.566830 28.030145 -9.227404 -0.5 0.2 0.2 0.349
H 1.806884 27.399345 -10.756912 -0.2 0.2 -0.5 0.357
H 1.001169 30.269171 -10.034682 0.7 0.0 0.4 0.395
H 0.766190 29.790553 -11.585521 0.9 -0.3 -0.8 0.236
C 4.639357 32.959008 -13.719315 -1.4 -0.1 1.2 -0.078
C 4.177015 34.013992 -12.720991 1.2 0.1 -1.2 -0.163
O 2.922382 33.637957 -12.179780 -0.3 -0.3 1.8 -0.343
C 1.803111 33.782569 -12.825186 -0.2 0.9 -0.7 0.402
O 1.682700 34.141747 -13.963710 -0.2 0.0 0.0 -0.522
C 0.575660 33.446884 -11.923691 0.7 0.2 -0.8 0.744
F -0.467158 34.214985 -12.241817 0.3 -0.3 0.3 -0.217
F 0.276011 32.164607 -12.184904 -0.4 -0.1 0.3 -0.198
F 0.865026 33.583349 -10.632713 -0.3 -0.1 0.0 -0.331
H 4.409778 31.954647 -13.356296 0.2 0.3 0.5 0.329
H 5.689242 33.012607 -14.000169 -2.5 -0.9 2.8 -0.490
H 4.059574 33.032869 -14.642457 0.6 1.0 0.9 -0.051
H 4.133985 34.991952 -13.201400 -0.5 -0.1 -0.1 0.087
H 4.871870 34.157828 -11.895822 -0.4 -0.3 0.2 0.158
C -7.806123 31.486916 -12.053243 0.3 0.1 -0.3 -1.604
C -6.445974 31.127784 -11.447844 -2.0 -0.4 0.2 0.244
O -5.468537 32.102342 -11.736505 1.4 0.8 0.8 -0.139
C -4.889457 32.194656 -12.912522 -0.9 -0.5 -1.0 0.328
O -5.275789 31.657174 -13.912302 0.2 -0.2 -0.3 -0.547
C -3.657763 33.127304 -12.977932 -0.8 0.4 1.0 0.923
F -3.502365 33.667188 -11.767890 0.7 0.1 0.1 -0.226
F -2.580742 32.465618 -13.354289 0.4 -0.4 0.2 -0.218
F -3.822910 34.112594 -13.845381 -0.4 0.3 -0.4 -0.294
H -8.570630 30.760730 -11.774868 0.1 -0.1 0.1 0.446
H -7.758912 31.539989 -13.140367 0.0 0.0 0.0 0.365
H -8.122104 32.452356 -11.657425 0.0 0.0 -0.1 0.398
H -6.133201 30.113741 -11.689941 0.3 0.2 -0.3 0.159
H -6.627435 31.173535 -10.373241 0.6 0.1 0.1 0.173
C -4.636194 29.775479 -8.068969 1.2 0.1 0.0 -0.583
C -4.702377 30.988109 -7.158853 -1.5 -0.1 0.2 -0.325
O -3.560317 31.816045 -7.289236 1.3 -0.3 0.1 -0.312
C -3.536270 32.834832 -8.131427 -0.7 0.5 1.3 0.422
O -4.465612 33.276707 -8.724176 -0.4 0.0 -0.8 -0.485
C -2.194985 33.602595 -8.082425 -0.7 0.1 -1.3 0.858
F -2.441819 34.911066 -7.990856 0.1 -0.1 0.6 -0.249
F -1.386770 33.202495 -7.122521 0.3 0.1 0.1 -0.231
F -1.623046 33.436121 -9.285252 0.6 -0.3 0.1 -0.236
H -4.506991 30.077981 -9.109134 -0.6 0.0 0.0 -0.176
H -5.452138 29.073283 -7.921340 -0.2 0.2 -0.1 0.399
H -3.708066 29.231804 -7.866422 -0.1 -0.1 0.2 0.345
H -4.759915 30.720190 -6.103532 0.4 -0.2 -0.1 0.307
H -5.608905 31.579343 -7.318661 0.1 0.1 -0.4 0.319
C 8.058816 36.872442 -11.632510 -0.1 -0.1 0.7 -0.539
C 7.874778 37.899399 -12.711751 1.4 0.2 -0.4 -0.079
O 6.588726 38.525889 -12.700217 -0.3 0.7 0.1 -0.345
C 5.557742 37.871438 -13.163954 0.1 -0.2 -0.1 0.090
O 5.528845 36.751123 -13.583327 0.1 -0.2 0.0 -0.335
C 4.258137 38.686979 -13.181591 -0.1 0.3 0.1 0.842
F 3.833675 38.781403 -14.449293 0.1 0.2 0.1 -0.243
F 3.298028 38.058060 -12.491731 0.2 0.0 0.1 -0.255
F 4.417919 39.909636 -12.678656 -0.2 -0.1 -0.1 -0.263
H 7.498306 35.959112 -11.819661 0.3 -0.1 -0.2 -0.202
H 7.760568 37.204555 -10.633430 -0.3 0.5 -0.2 0.428
H 9.130344 36.713892 -11.498859 0.0 -0.5 -0.4 0.340
H 8.161288 37.567986 -13.714043 -0.8 -0.6 0.0 -0.022
H 8.617486 38.694422 -12.607672 -0.5 0.4 0.6 0.413
C -6.936372 28.035099 -13.954916 0.2 -0.2 0.0 -0.993
C -5.586270 28.486217 -14.496748 -2.0 0.7 -1.1 -0.344
O -4.790308 28.944871 -13.416402 0.9 -0.1 0.9 -0.103
C -3.470631 28.783809 -13.486073 -1.1 -0.8 -1.0 0.178
O -2.917459 28.231885 -14.384544 0.8 0.1 -0.2 -0.561
C -2.723107 29.231006 -12.236697 -0.6 -0.2 1.0 1.034
F -3.566326 29.780762 -11.331381 0.4 0.2 -0.3 -0.259
F -2.208230 28.141451 -11.632692 0.2 0.3 -0.3 -0.304
F -1.755730 30.087116 -12.512431 0.1 -0.2 0.1 -0.221
H -6.810398 27.086562 -13.431994 -0.3 0.0 0.1 0.311
H -7.622036 27.918276 -14.795312 0.1 -0.3 0.0 0.399
H -7.421430 28.762630 -13.305035 0.3 0.1 0.1 0.134
H -5.798087 29.338047 -15.148691 0.4 0.2 0.1 0.229
H -5.197780 27.721117 -15.166100 0.8 -0.1 0.6 0.416
C 3.531891 35.480131 -16.471269 -0.3 0.8 -0.3 -0.090
C 2.674975 36.732716 -16.459897 -0.3 -0.4 1.1 -0.609
O 1.737087 36.776196 -17.536224 -0.7 -0.2 -0.9 -0.317
C 2.163327 36.990231 -18.768392 0.7 0.6 0.9 0.454
O 3.262874 37.374921 -19.033380 0.3 -0.1 -0.6 -0.530
C 1.078034 36.778777 -19.838205 0.3 -0.4 0.5 0.793
F 0.636609 37.942741 -20.289393 -0.2 0.4 -0.1 -0.249
F 1.596252 36.103629 -20.856679 0.1 -0.2 -0.3 -0.253
F 0.059866 36.085227 -19.343794 -0.4 -0.1 -0.1 -0.241
H 2.947060 34.607153 -16.757581 0.0 -0.1 0.2 0.286
H 3.927169 35.376519 -15.460854 -0.2 0.0 -0.2 -0.654
H 4.346265 35.613002 -17.184867 0.1 -0.1 0.1 0.711
H 3.299454 37.613594 -16.331811 -0.2 0.2 -0.7 0.353
H 1.981454 36.708261 -15.617006 0.3 -0.1 0.1 0.436
C 6.234525 34.252827 -15.300317 0.9 0.7 -1.2 2.018
C 7.223760 34.414304 -16.447039 -1.4 0.4 0.1 -1.154
O 8.617003 34.440245 -16.115926 0.3 -0.7 0.2 -0.249
C 9.151833 35.586980 -15.822872 -0.2 0.8 0.3 0.458
O 8.620801 36.667239 -15.857627 0.2 -0.1 -0.1 -0.649
C 10.590459 35.477781 -15.255011 -0.7 -0.4 -0.6 0.923
F 11.469836 36.171782 -15.975073 0.0 0.1 0.0 -0.286
F 10.530821 35.992564 -14.029933 0.5 0.2 0.5 -0.201
F 11.014143 34.218199 -15.188892 0.2 0.0 0.2 -0.272
H 6.240156 33.291643 -14.789230 2.4 1.4 -2.9 0.607
H 5.244861 34.372224 -15.757248 0.7 -0.8 -0.1 -1.392
H 6.163724 35.069954 -14.577221 0.9 -0.3 0.0 -0.092
H 6.927285 35.346253 -16.925115 0.5 0.0 -0.5 0.599
H 7.091105 33.561686 -17.107262 0.3 0.1 -0.2 0.275

=====

103
Properties=species:S:1:pos:R:3:forces:R:3:mulliken_charge:R:1 method="wB97M-V/def2-TZVPD" total_energy_ev=-190825.7061 multiplicity=2 total_charge=-1
Pd 2.009670 0.080050 0.357078 -1.1 0.4 -1.1 1.857
C 4.446162 2.308694 -1.381642 0.0 -0.1 0.0 -1.378
C 4.408161 2.913326 0.018720 0.0 0.0 0.0 1.836
C 5.811690 2.848955 0.631564 -0.1 -0.1 0.0 -2.024
C 3.946296 4.366319 -0.051504 0.0 0.1 0.0 -1.844
O 3.445443 2.207631 0.791746 0.1 0.0 0.2 0.364
Ge 3.837998 1.145146 2.288831 0.4 0.1 0.5 -1.052
O 4.189982 -0.343637 1.163526 -0.3 -0.2 0.1 -0.170
C 4.338181 -1.726806 1.546602 0.0 0.2 0.1 2.061
C 5.510242 -2.269329 0.741009 0.1 0.0 0.0 -1.820
C 3.044470 -2.488856 1.192063 0.3 0.2 0.1 -0.904
C 4.622830 -1.841477 3.045212 0.0 0.1 0.0 -2.176
O 1.921492 0.714932 2.526410 0.5 0.3 -0.1 -0.421
C 1.021288 1.684462 3.060507 0.0 0.0 0.1 2.048
C 0.373406 2.525489 1.956446 0.0 0.0 -0.1 -0.607
C 1.736926 2.630202 4.033646 0.1 -0.1 0.0 -2.098
C -0.049197 0.909889 3.821616 -0.1 0.0 0.1 -1.465
H 5.108042 2.883886 -2.037559 0.0 0.0 0.0 0.480
H 3.442595 2.286449 -1.808097 0.0 0.0 0.0 0.187
H 4.805824 1.278035 -1.326119 0.0 0.0 0.0 0.129
H 6.520320 3.407488 0.013417 0.0 0.0 0.0 0.450
H 6.148317 1.808948 0.690624 0.0 0.1 0.0 0.354
H 5.817386 3.271880 1.639427 0.0 0.0 0.0 0.453
H 4.630128 4.969035 -0.657557 0.0 0.0 0.0 0.420
H 3.898520 4.791122 0.955256 0.0 0.0 0.0 0.367
H 2.947779 4.412111 -0.494647 0.1 0.0 0.0 0.337
H 5.305562 -2.128981 -0.321484 0.0 0.0 0.0 0.318
H 5.648905 -3.339093 0.934539 0.0 0.1 0.0 0.316
H 6.429251 -1.736768 1.006069 0.0 -0.1 0.0 0.451
H 3.114425 -2.939391 0.204030 0.0 0.0 -0.1 0.437
H 2.252167 -1.717689 1.149775 -0.1 -0.8 0.3 -0.265
H 2.791750 -3.253322 1.933225 0.0 0.0 0.0 0.311
H 5.502179 -1.249604 3.315107 0.0 0.0 0.0 0.401
H 4.801163 -2.884741 3.320143 0.0 0.0 0.0 0.479
H 3.769205 -1.470162 3.622015 0.0 0.0 0.0 0.478
H 1.135697 2.823389 1.236639 0.0 0.0 0.0 -0.484
H -0.090872 3.421047 2.381574 0.0 0.0 0.0 0.605
H -0.397122 1.960116 1.426486 0.0 0.0 0.0 -0.321
H 2.414599 3.300444 3.496666 0.0 0.0 0.0 0.403
H 2.323799 2.058813 4.756431 0.0 0.0 0.0 0.395
H 1.003710 3.237860 4.572253 0.0 0.0 0.0 0.510
H -0.462246 0.129781 3.178852 0.0 0.0 0.0 0.140
H -0.860737 1.575083 4.141876 0.1 -0.1 0.0 0.325
H 0.384824 0.433447 4.703824 0.0 0.0 0.0 0.447
F 2.537547 -1.546089 -4.724584 0.0 0.0 -0.1 -0.277
C 3.239995 -0.664544 -3.976260 -0.1 0.0 0.0 0.570
F 2.813488 0.560652 -4.331424 0.0 0.1 -0.1 -0.265
F 4.521544 -0.760473 -4.355244 0.1 0.0 -0.1 -0.290
C 3.059961 -0.981856 -2.469488 -0.3 0.1 0.4 -0.076
O 3.593314 -2.019200 -2.099401 0.0 0.1 0.1 -0.719
O 2.349176 -0.132248 -1.857654 0.4 -0.3 -0.2 -0.143
C -1.625764 -0.750489 0.751386 -0.1 0.1 -0.2 -0.837
C -2.848163 -1.362598 0.072405 0.1 0.0 0.1 -0.646
As -4.380561 -1.566709 1.300271 0.0 0.0 0.0 0.070
C -5.597405 -2.348754 -0.016574 0.0 0.0 -0.1 0.132
C -5.687332 -1.903164 -1.336296 0.0 -0.1 0.0 0.236
C -6.498136 -2.561325 -2.251809 0.0 0.0 0.1 -0.814
C -7.228220 -3.677739 -1.860903 0.0 0.0 0.0 -0.423
C -7.149252 -4.128055 -0.551865 0.0 0.0 0.0 -0.516
C -6.337235 -3.465078 0.362534 0.0 0.0 -0.1 -0.720
C -4.948653 0.309193 1.270200 -0.1 0.1 0.1 0.270
C -4.218055 1.203243 2.056912 -0.1 0.0 0.0 -0.437
C -4.522082 2.558444 2.067667 0.0 0.0 0.0 -0.460
C -5.586297 3.037116 1.313883 0.0 0.0 0.0 -0.515
C -6.348103 2.151226 0.564631 0.0 -0.1 0.0 -0.678
C -6.033037 0.795986 0.543759 0.1 0.1 0.0 -0.153
P -0.197402 -0.341087 -0.364245 0.0 -0.2 -0.1 0.208
C -0.117346 -1.937129 -1.274709 0.0 0.0 0.0 1.062
C 0.111855 -3.074646 -0.497976 0.0 -0.1 0.0 -0.609
C 0.231881 -4.326469 -1.080429 0.0 0.0 -0.1 -0.790
C 0.154317 -4.462389 -2.462294 0.0 0.0 0.1 -0.640
C -0.063543 -3.338932 -3.243109 0.0 0.0 0.0 -0.597
C -0.211996 -2.088771 -2.652562 -0.1 0.0 -0.1 -0.328
C -0.954828 0.850491 -1.542652 0.0 0.1 0.1 0.828
C -2.084764 1.603983 -1.211663 0.0 -0.1 -0.1 -0.163
C -2.609521 2.540586 -2.094611 0.0 0.0 0.0 -0.928
C -1.999242 2.761698 -3.321050 0.0 0.0 0.0 -0.680
C -0.841173 2.064630 -3.637943 0.0 0.0 0.0 -0.856
C -0.317241 1.129196 -2.754809 0.1 0.1 -0.1 -0.938
H -1.239499 -1.418238 1.522432 0.1 0.0 0.0 0.855
H -1.884956 0.176717 1.263681 0.0 0.0 0.1 -0.042
H -2.629212 -2.361470 -0.304106 0.1 0.0 0.0 0.774
H -3.166703 -0.755594 -0.770195 0.0 0.0 -0.1 0.123
H -5.120496 -1.037440 -1.658372 0.0 0.0 0.0 0.448
H -6.552911 -2.206032 -3.273680 0.0 0.0 0.0 0.390
H -7.852198 -4.197067 -2.578207 0.0 0.0 0.0 0.372
H -7.712991 -4.999584 -0.242528 0.0 0.0 0.0 0.375
H -6.273591 -3.822122 1.383514 0.0 0.0 0.0 0.333
H -3.402879 0.839583 2.673079 0.0 0.0 0.0 0.456
H -3.929374 3.238689 2.667439 0.0 0.0 0.0 0.411
H -5.826915 4.093420 1.320517 0.0 0.0 0.0 0.389
H -7.190164 2.514736 -0.012609 0.0 0.0 0.0 0.389
H -6.636160 0.119357 -0.047152 0.0 0.0 0.0 0.434
H 0.216290 -2.982230 0.577671 0.0 0.0 0.0 0.271
H 0.411919 -5.192725 -0.454954 0.0 0.0 0.0 0.398
H 0.274359 -5.435401 -2.924181 0.0 0.0 0.0 0.334
H -0.102388 -3.424469 -4.323018 0.0 0.0 0.0 0.418
H -0.405006 -1.232865 -3.287058 0.0 -0.1 0.1 0.401
H -2.575889 1.477802 -0.257291 -0.1 -0.1 0.1 0.419
H -3.499067 3.094205 -1.814987 0.0 0.0 0.0 0.501
H -2.408664 3.488399 -4.013198 0.0 0.0 0.0 0.378
H -0.326626 2.256182 -4.573059 0.0 0.0 0.0 0.496
H 0.625183 0.643277 -2.982427 -0.1 0.1 0.0 0.472